1.
The following is a quantum chemistry calculation of a molecular structure, C30H28N2SiSn, from the OMol25 dataset.

Computed properties:
**Frontier orbital gap**: 5.157 eV
**E_tot**: -48250.8660 eV
**Energy relative to the best compared isomer or geometry (same formula, charge and spin)**: 16.3 kcal/mol
**HOMO energy**: -5.91 eV

```
62
Properties=species:S:1:pos:R:3:lowdin_charge:R:1
C 0.671 2.637 2.383 -0.3639
C 1.001 3.366 1.192 -0.1974
C -0.142 3.414 0.368 -0.1574
H 1.959 3.852 1.016 0.0899
C -1.209 2.761 1.022 -0.2185
C -0.743 2.270 2.289 -0.2930
H -1.337 1.850 3.097 0.0848
H 1.300 2.562 3.272 0.0690
H -0.249 3.934 -0.580 0.0935
H -2.203 2.625 0.600 0.0901
Sn 0.570 0.448 1.310 1.1867
C -1.134 0.142 -0.078 -0.3675
H -2.074 0.573 0.296 -0.0039
H -1.217 -0.921 -0.304 -0.0455
H -0.805 0.736 -0.951 -0.0674
Si -0.034 -0.473 -2.968 0.7220
C 1.427 -0.528 -4.131 -0.3696
C 2.220 0.639 -4.162 -0.1152
H 1.878 1.536 -3.644 0.1067
C 3.433 0.653 -4.855 -0.0877
H 4.043 1.558 -4.868 0.1028
C 3.838 -0.482 -5.562 -0.0972
H 4.761 -0.460 -6.143 0.0984
C 3.044 -1.641 -5.553 -0.0911
H 3.356 -2.518 -6.124 0.0973
C 1.831 -1.664 -4.840 -0.1068
H 1.188 -2.549 -4.862 0.0977
C -1.273 0.702 -3.801 -0.2845
C -1.075 1.062 -5.152 -0.1053
H -0.277 0.594 -5.724 0.0941
C -1.883 2.009 -5.798 -0.0890
H -1.670 2.302 -6.827 0.1008
C -2.976 2.571 -5.129 -0.0958
H -3.610 3.313 -5.622 0.1010
C -3.266 2.151 -3.823 -0.0889
H -4.136 2.575 -3.302 0.1030
C -2.463 1.181 -3.194 -0.1000
H -2.778 0.781 -2.225 0.0875
H 0.880 -0.084 -1.855 -0.0096
H -0.802 -1.700 -2.517 -0.0122
C -0.010 -3.947 1.591 -0.0329
C 0.222 -2.602 1.300 -0.1305
N 0.194 -1.652 2.255 -0.0481
C 0.034 -2.029 3.555 -0.1184
C -0.163 -3.398 3.907 -0.1505
C -0.214 -4.357 2.888 0.0015
C -0.298 -3.738 5.279 -0.0219
C -0.250 -2.783 6.264 -0.0192
C -0.053 -1.406 5.965 -0.1439
C -0.013 -0.403 6.946 -0.0081
C 0.160 0.899 6.556 -0.0388
C 0.298 1.200 5.197 -0.1119
N 0.281 0.282 4.223 0.0906
C 0.089 -1.016 4.590 -0.1217
H -0.017 -4.629 0.758 0.1089
H 0.440 -2.262 0.286 0.0943
H -0.402 -5.395 3.141 0.1226
H -0.447 -4.786 5.542 0.1186
H -0.363 -3.083 7.306 0.1179
H -0.138 -0.656 7.988 0.1179
H 0.187 1.729 7.249 0.1098
H 0.419 2.258 4.964 0.1058
```

2.
The following is a quantum chemistry calculation of 2 unconnected molecules or ions with the total composition C2H4N3O, from the OMol25 dataset.

Computed properties:
**Frontier orbital gap**: 11.294 eV
**Net charge**: +1
**E_tot**: -8643.7915 eV
**Energy relative to the best compared isomer or geometry (same formula, charge and spin)**: 118.1 kcal/mol
**HOMO energy**: -16.83 eV

```
10
Properties=species:S:1:pos:R:3:lowdin_charge:R:1
C 0.014 -0.164 2.444 0.0511
C -0.569 0.731 -1.271 -0.0155
N -0.039 -0.122 1.344 0.1037
N 0.947 -1.150 -0.860 -0.0133
N 0.370 -0.161 -0.863 0.0929
O 1.705 -1.970 -0.586 0.2853
H 0.084 -0.253 3.496 0.0869
H -1.555 0.165 -1.296 0.1542
H -0.684 1.526 -0.387 0.1602
H -0.273 1.398 -2.022 0.0945
```

3.
The following is a quantum chemistry calculation of a molecular structure, C5H6CsFO3, from the OMol25 dataset.

Computed properties:
**Frontier orbital gap**: 5.229 eV
**E_tot**: -14686.7804 eV
**HOMO energy**: -5.88 eV

```
16
Properties=species:S:1:pos:R:3:lowdin_charge:R:1
C -4.723 -1.789 -2.439 -0.4174
C -5.002 -0.494 -2.445 -0.1887
H -3.751 -2.287 -2.347 0.0356
F -5.692 -2.813 -2.527 -0.1572
H -6.087 -0.308 -2.545 -0.0654
Cs -2.451 2.399 -2.428 0.7769
O 1.675 0.133 0.839 0.0781
C 1.916 1.415 0.649 -0.6179
C 2.629 -0.420 1.764 -0.0846
O 1.198 2.146 0.002 0.1135
O 3.003 1.821 1.271 0.0796
C 3.663 0.704 1.895 -0.0863
H 3.036 -1.339 1.332 0.1336
H 2.112 -0.642 2.704 0.1342
H 4.588 0.505 1.344 0.1330
H 3.888 0.969 2.932 0.1331
```

4.
The following is a quantum chemistry calculation of 11 unconnected molecules or ions with the total composition C51H120N4O11, from the OMol25 dataset.

Computed properties:
**Frontier orbital gap**: 8.479 eV
**E_tot**: -83312.3274 eV
**Energy relative to the best compared isomer or geometry (same formula, charge and spin)**: 0.0 kcal/mol
**HOMO energy**: -7.95 eV
**Structure (SMILES)**: CC1(C)CCCC(C)(C)N1O.CC1(C)CCCC(C)(C)N1O.CC1(C)CCCC(C)(C)N1O.CC1(C)CCCC(C)(C)N1O.CC(C)O.CC(C)O.CC(C)O.CC(C)O.CC(C)O.O.O

```
186
Properties=species:S:1:pos:R:3:lowdin_charge:R:1
C 0.950 2.290 -1.850 -0.0327
C -0.496 1.985 -2.240 -0.5124
C -1.023 3.230 -2.967 -0.0197
C -0.556 0.848 -3.267 -0.1373
C -0.199 -0.482 -2.628 -0.1681
C -1.259 -0.810 -1.579 -0.1213
C -1.376 0.296 -0.515 -0.4888
C -2.714 0.138 0.179 -0.0317
C -0.253 0.102 0.516 -0.0179
N -1.330 1.606 -1.131 -0.0793
O -1.506 2.644 -0.198 -0.0373
H 1.622 2.620 -2.641 0.0648
H 0.982 3.058 -1.072 0.0824
H 1.431 1.390 -1.461 0.0593
H -0.820 4.134 -2.387 0.0807
H -0.480 3.336 -3.906 0.0878
H -2.094 3.133 -3.153 0.0889
H -1.549 0.780 -3.715 0.1256
H 0.150 1.112 -4.057 0.1117
H -0.104 -1.248 -3.402 0.1193
H 0.792 -0.412 -2.168 0.0718
H -0.954 -1.753 -1.109 0.1104
H -2.190 -1.078 -2.086 0.1200
H -3.558 0.158 -0.517 0.0938
H -2.896 0.943 0.892 0.0792
H -2.814 -0.825 0.687 0.0640
H -0.519 0.672 1.419 0.0806
H 0.700 0.533 0.210 0.0474
H -0.027 -0.898 0.890 0.0678
H -2.326 3.112 -0.437 0.0820
C 6.950 2.310 -2.249 -0.0437
C 5.702 3.190 -2.316 -0.5216
C 4.491 2.337 -1.943 -0.0247
C 5.922 4.321 -1.319 -0.1326
C 4.906 5.428 -1.490 -0.1779
C 5.026 6.000 -2.912 -0.1333
C 4.861 4.930 -3.981 -0.5229
C 3.361 4.581 -4.180 -0.0186
C 5.336 5.473 -5.330 -0.0428
N 5.661 3.741 -3.671 -0.0917
O 5.396 2.721 -4.624 -0.0231
H 6.919 1.497 -2.987 0.0778
H 7.811 2.897 -2.587 0.0863
H 7.166 1.835 -1.293 0.0834
H 4.740 1.606 -1.171 0.0715
H 3.646 2.936 -1.600 0.0486
H 4.132 1.786 -2.814 0.0851
H 5.771 3.916 -0.315 0.1244
H 6.904 4.775 -1.451 0.1254
H 3.878 5.153 -1.252 0.1027
H 5.117 6.300 -0.861 0.1137
H 5.967 6.535 -3.053 0.1219
H 4.187 6.689 -3.043 0.1201
H 3.285 3.841 -4.972 0.0820
H 2.817 5.500 -4.396 0.0878
H 2.934 4.161 -3.271 0.0492
H 4.829 6.431 -5.496 0.0870
H 5.077 4.818 -6.157 0.0780
H 6.401 5.719 -5.324 0.0859
H 6.241 2.642 -5.078 0.1082
C 1.503 -4.556 0.357 -0.0285
C 2.932 -3.976 0.380 -0.5293
C 3.202 -3.535 1.835 -0.0178
C 3.849 -5.121 -0.031 -0.1264
C 5.255 -4.638 -0.415 -0.1744
C 5.190 -3.577 -1.500 -0.1404
C 4.285 -2.387 -1.110 -0.4868
C 5.151 -1.461 -0.232 -0.0314
C 3.980 -1.638 -2.430 -0.0110
N 3.048 -2.873 -0.536 -0.0837
O 2.124 -1.846 -0.209 -0.0176
H 1.514 -5.478 0.946 0.0875
H 0.811 -3.843 0.797 0.0566
H 1.241 -4.889 -0.649 0.0890
H 2.430 -2.851 2.197 0.0674
H 3.251 -4.376 2.530 0.0843
H 4.138 -2.977 1.880 0.0650
H 4.038 -5.700 0.873 0.1197
H 3.400 -5.625 -0.883 0.1238
H 5.824 -4.277 0.443 0.1091
H 5.814 -5.494 -0.807 0.1122
H 4.966 -3.984 -2.487 0.1148
H 6.199 -3.165 -1.605 0.1182
H 5.507 -1.944 0.679 0.0685
H 4.623 -0.551 0.070 0.0647
H 6.018 -1.090 -0.782 0.0793
H 3.058 -1.050 -2.421 0.0623
H 3.844 -2.346 -3.251 0.0823
H 4.788 -0.966 -2.721 0.0813
H 1.793 -1.575 -1.072 0.0544
C -6.600 -7.195 -1.128 -0.0423
C -6.091 -5.872 -0.587 -0.5323
C -6.670 -4.715 -1.405 -0.0221
C -6.543 -5.810 0.879 -0.1378
C -5.828 -4.733 1.688 -0.1824
C -4.328 -4.970 1.625 -0.1353
C -3.790 -5.005 0.204 -0.5122
C -3.710 -3.533 -0.283 -0.0261
C -2.373 -5.542 0.209 -0.0345
N -4.633 -5.862 -0.608 -0.0987
O -4.122 -5.965 -1.926 -0.0136
H -6.303 -8.060 -0.536 0.0855
H -7.687 -7.144 -1.224 0.0890
H -6.238 -7.404 -2.142 0.0800
H -6.383 -4.845 -2.451 0.0840
H -7.760 -4.670 -1.366 0.0855
H -6.265 -3.756 -1.087 0.0667
H -7.623 -5.663 0.941 0.1232
H -6.310 -6.782 1.324 0.1188
H -6.137 -3.761 1.287 0.1004
H -6.202 -4.773 2.715 0.1107
H -4.079 -5.852 2.225 0.1318
H -3.847 -4.141 2.160 0.1025
H -4.519 -2.897 0.069 0.0700
H -3.719 -3.531 -1.378 0.0885
H -2.734 -3.128 -0.014 0.0526
H -1.832 -5.305 -0.708 0.0849
H -2.347 -6.590 0.508 0.0974
H -1.791 -5.029 0.979 0.0523
H -3.938 -6.905 -2.016 0.1038
C -1.784 4.490 4.358 -0.0508
C -0.280 4.277 4.331 -0.4647
C 0.033 2.847 3.919 -0.0625
O 0.288 5.217 3.423 -0.0584
H -2.030 5.547 4.232 0.0860
H -2.154 4.229 5.351 0.0802
H -2.307 3.922 3.592 0.0800
H 0.108 4.398 5.348 0.1363
H 1.072 2.560 4.145 0.0648
H -0.101 2.671 2.849 0.0662
H -0.532 2.110 4.495 0.0877
H 1.236 5.057 3.347 0.1038
C -5.141 4.838 -1.882 -0.0629
C -3.900 5.482 -1.319 -0.5025
C -4.122 6.914 -0.824 -0.0451
O -3.505 4.671 -0.222 -0.0789
H -4.921 3.782 -2.071 0.0763
H -5.566 5.243 -2.799 0.0792
H -5.947 4.840 -1.140 0.0836
H -3.139 5.498 -2.112 0.1275
H -4.964 6.943 -0.128 0.0820
H -4.388 7.547 -1.672 0.0810
H -3.239 7.240 -0.274 0.0786
H -2.790 5.149 0.240 0.0466
C -4.422 0.357 5.573 -0.0600
C -5.264 -0.556 4.736 -0.4894
C -4.732 -0.726 3.329 -0.0517
O -5.389 -1.821 5.423 -0.0627
H -4.464 1.371 5.179 0.0823
H -3.386 -0.011 5.584 0.0795
H -4.645 0.340 6.641 0.0813
H -6.311 -0.227 4.694 0.1340
H -5.210 -1.557 2.808 0.0721
H -3.654 -0.900 3.381 0.0664
H -4.891 0.185 2.751 0.0850
H -5.415 -2.571 4.823 0.0663
C -0.486 -3.844 5.150 -0.0552
C -1.328 -4.013 3.888 -0.4831
C -1.207 -2.858 2.940 -0.0585
O -1.021 -5.262 3.246 -0.0599
H -0.533 -4.745 5.763 0.0820
H -0.927 -3.077 5.794 0.0815
H 0.548 -3.566 4.935 0.0795
H -2.349 -4.121 4.268 0.1321
H -1.857 -2.928 2.067 0.0532
H -0.193 -2.792 2.527 0.0642
H -1.395 -1.895 3.422 0.0809
H -0.067 -5.393 3.272 0.0813
C 2.989 0.574 2.708 -0.0426
C 3.584 1.868 2.148 -0.4602
C 2.548 2.652 1.364 -0.0432
O 3.958 2.704 3.262 -0.0612
H 3.779 -0.125 2.990 0.0787
H 2.378 0.040 1.974 0.0619
H 2.304 0.819 3.520 0.0724
H 4.463 1.670 1.526 0.1223
H 1.755 2.961 2.046 0.0505
H 2.223 2.068 0.510 0.0463
H 2.960 3.567 0.924 0.0821
H 4.434 2.150 3.887 0.0831
O -0.594 0.902 -6.645 -0.0534
H -1.123 1.361 -7.304 0.0355
H -0.914 -0.005 -6.664 0.0357
O -1.126 5.047 1.027 -0.0565
H -0.753 4.300 0.541 0.0205
H -0.584 5.132 1.830 0.0132
```